1.
Below is a molecular structure, C24H43KNO18 in a non-equilibrium geometry, with properties calculated with ωB97M-V with the def2-TZVPD basis set.

```
87
Properties=species:S:1:pos:R:3:forces:R:3:lowdin_charge:R:1
K -0.0913 0.1373 -0.0164 0.6 0.0 -0.8 0.815
C 4.3248 3.4929 2.8193 0.2 1.8 0.0 -0.010
C 3.9586 3.7630 1.3743 -0.4 1.0 0.7 -0.315
C 4.9460 3.4448 0.2425 0.5 0.6 0.0 -0.055
O 4.3573 2.3168 -0.4508 -0.3 0.1 1.2 0.077
C 3.1828 2.0307 0.1833 -1.8 -3.0 -3.3 -0.507
O 2.3971 1.1496 -0.2295 2.5 2.4 1.4 0.036
O 2.9372 2.8388 1.1619 -2.0 -0.8 -0.2 0.066
H 4.7346 2.5025 2.9674 -0.1 -0.3 -0.1 0.091
H 3.3878 3.6658 3.4349 1.4 -0.1 -0.5 0.107
H 5.1329 4.2187 2.9936 -0.3 -0.1 0.9 0.095
H 3.4704 4.7798 1.2362 0.9 -1.0 0.3 0.181
H 5.9803 3.2425 0.5999 -0.8 -0.2 -0.3 0.148
H 4.9609 4.2954 -0.4437 0.2 -0.3 -0.1 0.133
C -6.0929 -3.4225 -0.9277 -0.6 0.6 -0.7 -0.010
C -5.0700 -2.4175 -0.3811 -1.5 -0.9 2.3 -0.342
C -4.3598 -2.8797 0.9144 -0.9 -1.9 0.0 -0.078
O -3.0386 -2.4101 0.7239 1.1 0.7 -0.8 0.060
C -2.8643 -2.0248 -0.5643 2.4 1.7 -1.6 -0.442
O -1.8050 -1.5678 -1.0850 -4.1 -2.2 2.3 0.008
O -4.0358 -2.0973 -1.2448 2.4 -0.3 -0.9 0.095
H -6.8202 -3.8685 -0.1905 0.9 0.9 -0.5 0.109
H -5.6124 -4.2638 -1.4344 0.2 0.1 0.2 0.087
H -6.6624 -2.8646 -1.7058 0.1 -0.6 0.5 0.093
H -5.4900 -1.4521 -0.1541 -0.9 0.3 0.1 0.147
H -4.3249 -4.0127 1.0336 0.0 1.3 -0.4 0.155
H -4.8503 -2.5083 1.8318 0.6 0.3 -0.5 0.145
C -1.7444 -0.6144 3.4113 -2.2 1.1 1.3 -0.024
O -1.7102 -0.1162 2.0844 -1.4 0.7 -3.9 -0.130
C -2.7898 0.5193 1.5304 -6.1 -0.1 5.6 -0.402
O -3.9637 0.6148 2.2576 6.8 -0.4 -4.6 -0.016
O -2.6406 1.0369 0.2972 2.4 -1.7 2.3 -0.088
C -3.6125 1.9050 -0.1681 -2.3 0.1 -1.7 -0.048
H -2.6983 -1.1283 3.7490 1.1 0.5 -1.0 0.125
H -1.7219 0.3464 3.9188 0.2 -0.4 1.2 0.103
H -0.8784 -1.2151 3.6063 0.4 -0.2 -0.4 0.083
H -4.5295 1.2994 -0.3079 0.0 0.8 0.7 0.117
H -3.4038 2.2114 -1.2058 0.7 -0.2 0.5 0.093
H -3.7258 2.8139 0.4158 -0.2 -0.3 0.4 0.116
C -2.4384 0.5317 -3.5143 1.9 -3.1 0.1 -0.057
O -2.2051 1.8559 -3.8481 1.7 3.2 -0.4 0.011
C -1.2966 2.5625 -3.1620 2.9 -4.2 6.3 -0.369
O -0.5715 2.0002 -2.0414 -4.2 3.3 -6.6 -0.128
O -1.1861 3.8164 -3.4950 -0.7 -1.3 -0.5 0.037
C -0.1547 4.5603 -2.8756 0.1 1.7 1.2 -0.027
H -1.4640 -0.0982 -3.4258 -1.4 1.4 0.3 0.109
H -2.9434 -0.0015 -4.3474 -0.3 1.0 0.6 0.115
H -2.9499 0.5448 -2.5646 -0.3 -0.7 0.1 0.070
H 0.8169 4.1723 -3.0896 0.5 -0.6 -0.3 0.093
H -0.2532 4.6293 -1.7589 -0.2 -0.2 -1.2 0.094
H -0.2352 5.5625 -3.3318 0.0 -0.5 0.4 0.112
C -0.4241 -3.0443 -3.9261 -2.6 0.7 0.1 -0.042
O 0.9203 -3.1120 -3.6211 2.8 -0.4 -0.1 0.035
C 1.4986 -2.1003 -3.0540 -0.8 7.6 4.1 -0.379
O 0.8387 -1.0201 -2.3974 3.6 -6.7 -3.9 -0.112
O 2.8785 -2.0774 -3.1584 -2.0 -0.5 0.6 0.000
C 3.7224 -1.1552 -2.3669 -1.1 -0.2 -0.6 0.001
H -1.0007 -3.0565 -3.0122 -0.2 0.6 0.4 0.081
H -0.8253 -3.9171 -4.4405 1.0 -0.1 -0.4 0.107
H -0.6238 -2.1335 -4.5048 -0.1 -0.3 0.2 0.110
H 3.5780 -0.1255 -2.5415 -1.3 1.1 -0.5 0.077
H 4.7099 -1.2676 -2.6888 1.4 -1.1 -0.8 0.078
H 3.7236 -1.2692 -1.3098 -0.7 -0.7 0.8 0.071
C -0.3941 3.5947 0.8348 -1.5 1.7 -0.6 -0.046
O -0.1856 2.3603 1.4460 0.2 -1.1 0.0 -0.060
C 0.4367 2.4439 2.5715 1.7 7.1 4.5 -0.471
O 0.6339 3.7004 3.1500 -0.5 -7.6 -2.6 -0.036
O 0.7881 1.2724 3.0472 -1.3 0.7 -2.4 0.008
C 1.4191 1.1645 4.2663 -1.0 0.0 0.5 -0.019
H -1.1677 3.4082 0.1144 0.3 -0.3 -1.0 0.071
H 0.5285 4.0212 0.4281 -0.3 -0.2 0.1 0.113
H -0.9074 4.2965 1.4961 0.7 0.0 0.4 0.115
H 1.3392 0.1675 4.5305 0.1 -2.1 0.4 0.084
H 0.9066 1.6917 5.0036 -0.7 1.3 1.2 0.098
H 2.4009 1.4410 4.2131 2.6 0.9 -0.2 0.072
C 3.4953 -4.7599 1.7632 0.2 -0.5 -1.3 -0.090
C 2.3861 -4.8854 0.7256 0.7 -0.5 -1.1 -0.230
C 2.1687 -3.5277 0.0040 -0.8 -0.7 1.2 -0.150
C 1.6638 -2.5359 0.9525 -1.0 3.3 2.0 -0.178
N 1.2272 -1.6757 1.6355 1.4 -3.0 -1.9 0.160
H 3.3589 -3.7925 2.1800 0.5 0.9 0.7 0.052
H 4.4492 -4.8981 1.2541 0.2 0.4 0.3 0.084
H 3.4428 -5.4847 2.5536 -0.2 -0.4 0.3 0.074
H 1.5434 -5.2541 1.2544 -1.3 0.0 0.1 0.095
H 2.6267 -5.6296 -0.0667 -0.1 0.4 0.6 0.123
H 1.3802 -3.5079 -0.7401 0.1 -0.5 -0.5 0.113
H 3.1115 -3.2308 -0.4199 0.3 0.4 -0.2 0.110
```
Positions in Å, forces in eV/Å.

Properties
HOMO energy: -0.4513 Ha
multiplicity: 1
gap between HOMO and LUMO: 10.57 eV
total charge: +1
energy relative to the best compared isomer or geometry (same formula, charge and spin): 23.75 kcal/mol
lowest unoccupied orbital energy: -1.708 eV

2.
Below is a molecular structure, C24H43N2P3S2Tc in a non-equilibrium geometry, with properties calculated with ωB97M-V with the def2-TZVPD basis set.

```
75
Properties=species:S:1:pos:R:3:forces:R:3:mulliken_spin:R:1
Tc 0.2682 -0.2731 0.0677 3.4 2.7 -2.3 1.987
P -1.3040 -1.2074 -1.1794 -4.2 -1.5 -2.5 -0.091
P -0.7031 1.6983 0.7597 -1.8 3.7 1.0 -0.041
P -0.3908 -1.2476 1.9594 -1.9 -2.0 4.1 -0.127
H 4.7612 -3.8488 0.5405 -0.6 -0.6 0.9 0.003
C 3.7525 -3.9449 0.9918 0.5 -1.9 0.0 -0.022
C 2.9003 -4.8545 0.4610 0.1 -0.1 1.2 0.146
H 3.3068 -5.6514 -0.1450 -0.1 0.2 -0.8 -0.005
C -0.8272 -1.3304 -2.9538 0.9 0.4 -0.1 0.026
C -2.9642 -0.4016 -1.3462 0.6 0.2 0.5 0.014
C -1.8627 -2.9568 -0.9627 0.6 0.0 0.7 0.028
C 0.3705 2.7568 1.8186 0.7 -0.8 0.0 -0.008
C -1.1249 3.0295 -0.4428 0.2 -0.6 -0.8 -0.004
C -2.2486 1.9039 1.7568 0.0 -1.0 -0.1 0.015
C 0.1873 -2.9830 1.9831 0.2 -0.1 -0.4 0.058
C -2.1764 -1.4243 2.4138 0.0 0.2 -0.3 0.050
C 0.3158 -0.5564 3.5174 0.4 0.5 -0.3 0.027
H 3.5991 -3.4843 1.9766 -0.2 0.2 -0.7 -0.001
H 1.8755 -5.0259 0.8292 0.7 0.1 0.0 0.004
H 0.2641 -1.4405 -3.0286 -0.2 0.0 -0.3 0.010
H -1.1286 -0.4244 -3.4945 0.2 -0.4 0.2 0.001
H -1.3202 -2.2016 -3.4088 0.1 0.2 0.4 0.002
H -2.8576 0.6242 -1.7218 -0.1 -0.2 0.1 0.002
H -3.4784 -0.3911 -0.3759 0.0 0.0 -0.3 -0.003
H -3.5448 -0.9955 -2.0653 0.2 0.1 0.2 -0.002
H -0.9836 -3.6102 -0.8975 -0.3 -0.1 0.0 0.000
H -2.4571 -3.2354 -1.8444 0.2 0.2 0.3 0.000
H -2.4827 -3.0725 -0.0670 0.2 -0.1 -0.2 -0.001
H -0.0738 3.7564 1.8137 0.0 -0.2 0.0 -0.001
H 1.3809 2.8085 1.4115 -0.1 0.2 0.1 0.000
H 0.4126 2.3922 2.8449 0.1 0.0 0.0 0.001
H -1.5057 3.8810 0.1298 0.1 -0.3 0.0 -0.001
H -1.9010 2.7092 -1.1394 0.0 0.1 0.0 0.001
H -0.2480 3.3485 -1.0070 -0.1 0.0 0.0 0.000
H -2.4305 2.9783 1.8487 0.2 -0.2 -0.1 -0.002
H -2.1538 1.4862 2.7598 0.0 0.1 -0.1 0.000
H -3.1007 1.4547 1.2438 -0.1 0.1 0.1 0.001
H 0.3027 -3.3151 3.0208 -0.1 0.1 -0.1 0.003
H 1.1561 -3.0792 1.4793 -0.1 -0.1 0.1 -0.014
H -0.5422 -3.6313 1.4870 0.1 0.1 0.1 -0.006
H -2.2629 -1.8181 3.4362 0.2 0.0 -0.2 0.001
H -2.6935 -2.1143 1.7378 0.2 0.2 0.2 -0.002
H -2.6887 -0.4577 2.3829 0.1 -0.3 0.0 -0.003
H 0.1370 -1.2365 4.3630 -0.1 0.0 -0.4 -0.001
H -0.1379 0.4133 3.7608 0.1 -0.3 -0.1 0.000
H 1.4008 -0.4190 3.4140 -0.2 0.0 0.1 -0.002
C 4.4157 -1.8651 -1.3545 -0.7 -0.5 -0.3 0.174
C 3.8865 -1.8454 -0.0496 -0.8 0.7 1.0 0.178
C 4.6109 -1.2116 0.9701 -0.2 -0.3 0.2 -0.033
C 5.7557 -0.4643 0.6663 -0.5 -0.7 0.6 0.140
C 6.1513 -0.2887 -0.6769 -0.3 -0.4 -0.9 0.031
C 5.4875 -0.9912 -1.6913 0.6 0.5 0.2 0.008
S 3.6532 -2.8989 -2.5209 0.9 0.8 -1.6 0.403
H 3.1298 -4.0077 -1.9420 0.2 0.5 1.0 -0.005
H 2.8606 -2.2892 0.0978 1.5 0.8 -0.1 -0.031
H 4.2762 -1.4093 2.0037 0.4 0.6 -0.5 -0.001
H 6.3303 -0.0259 1.4871 -0.1 0.0 -0.3 -0.001
H 7.0058 0.3711 -0.8943 -0.5 -0.5 -0.1 0.004
H 5.8108 -0.8930 -2.7294 0.0 -0.2 0.3 -0.004
N 3.0884 1.3324 0.5145 -0.1 -0.3 -0.4 0.016
C 2.7151 1.4645 -0.7936 0.5 1.0 -0.5 0.003
N 1.5179 1.1064 -1.2600 -0.9 -0.8 1.0 0.007
C 1.2601 1.6378 -2.5654 0.4 0.6 -0.4 0.016
C 0.0490 1.7386 -3.2923 0.6 -0.1 0.0 0.017
C 0.0582 2.2863 -4.5834 0.0 0.1 0.5 -0.006
C 1.2310 2.8011 -5.1406 0.2 -0.2 0.1 0.011
C 2.4090 2.7979 -4.3891 0.2 0.3 -0.2 0.001
C 2.4088 2.2572 -3.1072 -0.6 -0.2 0.0 0.007
S 3.7232 2.3406 -1.9297 -0.9 -0.7 0.3 0.011
H 4.0332 1.6036 0.7885 -0.4 -0.1 -0.2 -0.002
H 2.7549 0.5209 1.0344 0.2 0.4 -0.2 0.010
H -0.9065 1.4399 -2.8691 0.3 0.0 0.0 0.005
H -0.8711 2.3766 -5.1498 0.2 -0.1 0.3 0.000
H 1.2061 3.2263 -6.1518 0.1 -0.2 0.5 0.000
H 3.3218 3.2505 -4.7816 -0.3 -0.1 0.0 0.000
```
Positions in Å, forces in eV/Å.

Properties
HOMO energy (spin up / spin down): -0.7086 / -0.7074 Ha
multiplicity: 4
expectation value of S²: 3.793
gap between HOMO and LUMO (spin up / spin down): 5.76 / 4.52 eV
total charge: +4
energy relative to the best compared isomer or geometry (same formula, charge and spin): 14.64 kcal/mol
lowest unoccupied orbital energy (spin up / spin down): -13.518 / -14.730 eV

Q: Which value of multiplicity does entry 2 give?
A: 4

Q: Look up the total charge of the second one.
A: +4